A:
Density functional theory data (ωB97M-V with the def2-TZVPD basis set) for a single C3H4N4S molecule.

Element x y z (Å)
1 N -0.622 1.236 0.042
2 C 1.540 0.319 -0.053
3 N 0.179 0.066 -0.002
4 H 3.330 -0.310 -0.005
5 C -0.325 -1.224 0.046
6 N 2.360 -0.646 -0.046
7 C -1.879 1.101 0.024
8 H 0.497 -1.954 0.129
9 S -2.784 -0.387 -0.057
10 H 1.728 1.387 -0.092
11 N -1.537 -1.604 0.014
12 H -2.487 2.016 0.001

Summary:
SMILES string = [H]/N=C/N1C=NSC=N1
HOMO level = -8.19 eV
LUMO = 0.47 eV
Charge = 0

B:
Density functional theory data (ωB97M-V with the def2-TZVPD basis set) for 2 unconnected molecules or ions with the total composition C3H4N4S.

Element x y z (Å)
1 H 0.457 1.418 1.070
2 N -1.388 0.839 -0.419
3 N 0.401 -0.463 0.282
4 C 0.908 0.475 1.058
5 H 0.940 -2.557 -0.278
6 N 2.177 0.044 1.407
7 C -0.616 -0.121 -0.680
8 N 2.365 -1.105 0.788
9 H -3.457 2.334 -0.213
10 S -2.474 1.537 -1.697
11 C 1.216 -1.523 0.152
12 H -0.529 -0.877 -1.470

Summary:
HOMO level = -9.56 eV
LUMO = -1.46 eV
Charge = 0

C:
Density functional theory data (ωB97M-V with the def2-TZVPD basis set) for a molecular structure, C3H4N4S.

Element x y z (Å)
1 C 0.343 0.847 -0.771
2 H 1.384 2.453 -1.459
3 S 1.899 0.456 1.759
4 N 1.117 1.859 -0.598
5 H -2.253 -1.635 0.920
6 C 0.569 -0.240 1.345
7 N -0.504 0.213 -1.232
8 C -1.240 -1.467 0.495
9 H -1.797 -1.799 -1.293
10 N -0.950 -1.570 -0.777
11 H 1.782 1.925 0.213
12 N -0.351 -1.041 1.396

Summary:
HOMO level (alpha / beta) = -8.15 / -8.15 eV
LUMO (alpha / beta) = 0.15 / 0.15 eV
Charge = 0

How far above the most stable structure does each one sit? In kJ/mol: A 0.0; B 280.0; C 178.4.

A:
Density functional theory data (ωB97M-V with the def2-TZVPD basis set) for 13 unconnected molecules or ions with the total composition C5H37NO12.

Element x y z (Å)
1 O 1.679 -3.392 -0.214
2 O 2.419 -2.153 -3.246
3 H -2.820 0.688 0.925
4 C -0.475 1.058 3.679
5 H 1.072 -0.285 1.074
6 O 3.617 3.495 -0.481
7 H 0.071 3.485 1.002
8 H -3.608 -1.721 -0.615
9 H -1.051 3.540 2.388
10 H 3.251 4.325 -0.332
11 H 1.973 -4.318 -0.146
12 O -3.197 -3.562 -0.085
13 C -2.491 1.504 1.465
14 H 3.027 1.277 1.989
15 O -3.299 -0.948 -1.134
16 O 0.911 0.093 -3.040
17 H -2.751 1.300 2.514
18 O -0.605 -3.698 0.913
19 H -2.063 2.017 -3.956
20 H 1.826 -1.367 -3.420
21 H 1.290 0.535 -2.276
22 H 0.513 1.279 4.285
23 O -2.166 2.768 -3.428
24 H 2.915 -0.566 -0.631
25 H -1.506 3.779 0.699
26 O 3.185 -1.475 -0.755
27 O -2.563 -2.703 -2.988
28 H -3.096 -3.208 0.792
29 H 0.873 -0.789 2.733
30 H -2.752 2.534 -2.769
31 H 2.238 1.471 0.020
32 H 3.056 1.631 -1.316
33 H 2.257 -2.635 -0.177
34 C -0.827 3.251 1.422
35 H 1.613 1.737 1.911
36 H 0.381 0.683 -3.529
37 H 1.932 -2.683 -2.554
38 H -0.950 2.133 3.691
39 H -2.264 -3.460 -0.327
40 C -0.969 1.713 1.335
41 H -2.945 -3.473 -2.532
42 H 3.304 -1.540 -1.720
43 H -0.363 -1.148 1.564
44 H -1.586 -2.814 -3.033
45 O 2.500 1.937 1.585
46 O 2.288 1.138 -0.919
47 H -0.693 1.516 0.265
48 N -0.111 1.004 2.200
49 H -3.110 -1.348 -2.006
50 C 0.361 -0.457 1.891
51 H 0.129 -3.453 0.210
52 H 3.733 3.006 0.331
53 H -1.148 0.222 4.135
54 H -0.129 -4.381 1.347
55 H -2.876 2.458 1.263

Summary:
HOMO level = -9.00 eV
LUMO = 0.16 eV
Charge = 0

B:
Density functional theory data (ωB97M-V with the def2-TZVPD basis set) for 13 unconnected molecules or ions with the total composition C5H37NO12.

Element x y z (Å)
1 H -1.681 3.692 -1.112
2 H -3.095 3.582 1.160
3 C 1.989 -1.847 -1.645
4 H 3.227 2.644 0.991
5 O 2.595 2.360 1.670
6 O 0.604 3.655 2.705
7 H -2.312 2.176 1.397
8 O -4.865 -1.409 1.505
9 H 1.368 4.218 2.551
10 C 1.316 -2.650 0.690
11 C 2.275 -1.759 -0.115
12 H 4.525 1.814 -1.155
13 H 3.250 -0.705 -3.146
14 O 0.293 1.962 -1.040
15 H -4.879 0.925 1.286
16 H 2.419 -2.694 -2.192
17 H 0.189 -0.907 0.766
18 H 3.020 -3.893 1.336
19 H -1.733 1.212 2.556
20 H 0.846 2.724 -0.844
21 H 1.644 -0.555 -3.297
22 H 1.667 -3.967 2.433
23 H 0.264 0.096 -5.203
24 H -1.899 -2.699 -2.701
25 H 0.371 1.509 -0.167
26 H -4.127 1.754 2.356
27 H 0.780 -3.359 0.096
28 O -2.450 4.214 -1.335
29 C 2.428 -0.682 -2.471
30 H -4.660 -2.249 1.910
31 H 2.380 0.226 -1.846
32 H 2.223 1.485 1.637
33 H 0.924 -1.965 -1.636
34 O 4.217 1.660 -0.256
35 O -1.115 -2.510 -2.168
36 H 1.149 2.827 2.882
37 H 4.581 0.863 0.139
38 H -0.468 -2.295 1.615
39 O -4.829 1.073 2.251
40 H -2.510 -1.318 -0.655
41 N 0.325 -1.672 1.384
42 H -1.604 0.193 1.306
43 H 0.228 -1.485 -5.256
44 O -1.186 0.610 2.059
45 C 2.175 -3.287 1.767
46 O -2.687 -0.490 -0.203
47 H 2.746 -2.612 2.389
48 H -4.740 -0.753 2.239
49 H -2.968 3.610 -1.865
50 H 2.215 -0.777 0.355
51 O -3.158 2.628 1.148
52 H -1.087 -1.558 -2.056
53 H 3.257 -2.209 0.136
54 H -3.313 -0.702 0.492
55 O -0.124 -0.703 -4.841

Summary:
HOMO level = -9.25 eV
LUMO = 0.20 eV
Charge = 0

How far above the most stable structure does each one sit? In kJ/mol: A 0.0; B 9.3.

A:
Density functional theory data (ωB97M-V with the def2-TZVPD basis set) for 2 unconnected molecules or ions with the total composition CH2F2O2PS.

Element x y z (Å)
1 P -2.075 -0.054 -0.035
2 O 3.071 0.176 0.384
3 F -0.519 -1.789 -1.278
4 C -0.479 -1.006 -0.114
5 H -1.711 0.506 1.169
6 F -0.474 -1.887 0.990
7 O 1.930 2.183 -0.495
8 S 1.920 1.054 0.424
9 H -1.663 0.818 -1.044

Summary:
HOMO level (alpha / beta) = -2.26 / -2.76 eV
LUMO (alpha / beta) = 3.36 / 3.56 eV
Charge = -1

B:
Density functional theory data (ωB97M-V with the def2-TZVPD basis set) for a gas-phase ion, CH2F2O2PS (charge -1).

Element x y z (Å)
1 O -3.349 -0.987 -1.463
2 H 0.165 0.431 0.422
3 P -0.310 -0.608 -0.328
4 H 0.663 -0.625 -1.120
5 O -3.449 0.855 0.057
6 F 0.421 -3.026 0.674
7 C 0.463 -1.641 0.992
8 S -2.851 -0.515 -0.162
9 F -0.291 -1.522 2.147

Summary:
HOMO level (alpha / beta) = -2.60 / -2.60 eV
LUMO (alpha / beta) = 3.54 / 3.55 eV
Charge = -1

How far above the most stable structure does each one sit? In kJ/mol: A 0.0; B 98.7.

A:
Density functional theory data (ωB97M-V with the def2-TZVPD basis set) for a molecular structure, C4H7O2.

Element x y z (Å)
1 H 0.933 -1.682 -0.893
2 O 1.396 1.741 -0.001
3 H 1.605 -0.211 -0.001
4 C 0.865 -1.010 0.000
5 H 2.153 2.350 -0.002
6 C -0.477 -0.355 0.000
7 H -1.387 -2.258 0.003
8 H 0.293 1.876 -0.001
9 O -1.622 1.924 0.000
10 C -1.530 -1.165 0.003
11 H -2.483 -0.691 0.002
12 H 0.933 -1.683 0.892
13 C -0.679 1.162 -0.001

Summary:
Multiplicity = 2
HOMO level (alpha / beta) = -8.77 / -10.42 eV
LUMO (alpha / beta) = -0.37 / -0.84 eV
Charge = 0

B:
Density functional theory data (ωB97M-V with the def2-TZVPD basis set) for a single C4H7O2 molecule.

Element x y z (Å)
1 H 0.911 0.347 1.800
2 H 0.758 1.979 -0.842
3 H 1.265 -0.979 -0.852
4 O -1.905 -1.207 0.062
5 H -1.095 0.294 -1.067
6 H 0.556 -1.733 0.548
7 O 1.024 2.693 1.010
8 C -0.841 -0.720 -0.760
9 C 0.840 0.417 0.717
10 C 0.857 1.748 0.230
11 C 0.536 -0.824 -0.044
12 H -2.060 -0.639 0.816
13 H -0.846 -1.376 -1.618

Summary:
Multiplicity = 2
HOMO level (alpha / beta) = -9.22 / -9.94 eV
LUMO (alpha / beta) = 0.86 / -1.35 eV
Charge = 0

How far above the most stable structure does each one sit? In kJ/mol: A 229.8; B 0.0.

A:
Density functional theory data (ωB97M-V with the def2-TZVPD basis set) for a gas-phase ion, C7H11N2 (charge +1).

Element x y z (Å)
1 H -3.646 0.530 0.830
2 H 3.786 -0.629 -0.320
3 H 1.517 -1.237 0.677
4 H -1.892 -2.034 0.931
5 C -2.216 -1.099 1.362
6 H -2.924 -0.302 -0.590
7 H -0.667 -0.684 -0.723
8 N 1.960 0.258 -0.740
9 H -0.682 1.936 -1.316
10 H -1.309 0.912 1.790
11 H 3.597 0.020 -1.976
12 C 3.369 0.175 -0.921
13 C -1.470 0.152 1.041
14 N 1.251 1.263 -1.348
15 H 3.814 1.127 -0.626
16 C 0.030 1.218 -0.954
17 C -2.832 -0.072 0.463
18 H -2.601 -1.205 2.364
19 C -0.252 0.076 -0.028
20 C 1.168 -0.407 0.085

Summary:
SMILES string = C[N+]1=C[C@@H](C2CC2)C=N1
HOMO level = -14.92 eV
LUMO = -4.95 eV
Charge = +1

B:
Density functional theory data (ωB97M-V with the def2-TZVPD basis set) for a gas-phase ion, C7H11N2 (charge +1).

Element x y z (Å)
1 H 2.189 1.004 0.609
2 H -0.099 1.187 1.861
3 C -1.029 -0.304 -2.305
4 C -1.886 0.009 -1.197
5 H 2.538 -1.477 1.430
6 N -2.534 0.699 -0.399
7 H -2.584 1.158 1.655
8 H 2.160 -0.312 -0.576
9 N 0.287 0.515 -0.170
10 C -1.932 0.901 0.838
11 C -0.368 -0.543 -0.946
12 C 1.615 -0.905 1.430
13 H 0.414 1.332 -0.781
14 H -0.188 -1.546 -0.608
15 H -1.214 -1.218 -2.854
16 H -0.737 0.516 -2.955
17 C 1.652 0.108 0.293
18 H 0.792 -1.606 1.322
19 C -0.601 0.905 0.955
20 H 1.525 -0.425 2.400

Summary:
SMILES string = CC[N@@H+]1C=CN=C2C[C@H]21
HOMO level = -13.45 eV
LUMO = -4.10 eV
Charge = +1

How far above the most stable structure does each one sit? In kJ/mol: A 0.0; B 106.5.

A:
Density functional theory data (ωB97M-V with the def2-TZVPD basis set) for a single C2H4P2 molecule.

Element x y z (Å)
1 H -0.321 -1.334 0.159
2 C -0.610 -0.386 -0.135
3 P -2.587 -0.121 -0.071
4 H 2.023 -0.178 0.050
5 H 2.691 1.483 0.035
6 C 1.849 0.851 -0.022
7 H -3.168 -1.522 0.025
8 P 0.124 1.206 -0.040

Summary:
SMILES string = [H]/P=C/P=C
HOMO level (alpha / beta) = -8.45 / -8.79 eV
LUMO (alpha / beta) = -1.25 / -1.18 eV
Charge = 0

B:
Density functional theory data (ωB97M-V with the def2-TZVPD basis set) for a single C2H4P2 molecule.

Element x y z (Å)
1 P 2.395 0.565 -0.574
2 P -1.708 -0.257 2.053
3 H 2.181 -0.360 -1.617
4 H 3.283 -0.327 0.081
5 C 1.015 0.081 0.338
6 H -1.872 0.998 2.678
7 C -0.344 0.232 1.118
8 H -2.671 0.060 1.069

Summary:
SMILES string = [PH2]#CC#[PH2]
HOMO level = -8.14 eV
LUMO = -0.07 eV
Charge = 0

How far above the most stable structure does each one sit? In kJ/mol: A 0.0; B 204.4.